# 1
Computed, not measured: a single C10H14N4O4 molecule at a distorted geometry, with the ωB97M-V functional and the def2-TZVPD basis.

Computed properties:
ΔE to the lowest compared entry with this formula, charge and spin: 0.896 eV
Orbital gap: 8.8 eV
SMILES: CN1Cc2c(n(C[C@H](N)C(=O)O)c(=O)[nH]c2=O)C1
Charge: 0
Lowest unoccupied orbital energy: 0.39 eV

Last column: natural (NBO) charge in e.
Element x y z (Å)
1 C -3.629 -1.665 -1.057  -0.40
2 H -1.288 -3.345 -1.643  0.20
3 H -1.414 -2.033 -2.759  0.19
4 O 3.364 -0.095 0.288  -0.65
5 H 0.210 0.439 2.207  0.22
6 H -0.179 4.018 3.474  0.50
7 H -1.871 -0.832 1.151  0.21
8 H 2.674 2.157 0.104  0.39
9 C -0.102 -0.875 -0.099  0.27
10 H 3.379 -1.682 -1.475  0.44
11 N 2.479 -1.582 -1.016  -0.61
12 C 1.363 -2.095 -1.631  0.65
13 N 1.741 2.506 -0.153  -0.84
14 H -4.186 -1.388 -0.136  0.20
15 H -3.956 -2.656 -1.376  0.21
16 H -3.831 -0.920 -1.845  0.17
17 C 0.741 2.194 0.907  -0.15
18 C -1.237 -2.282 -1.707  -0.22
19 H -1.868 0.290 -0.173  0.19
20 O 1.643 4.007 2.195  -0.59
21 O 1.485 -2.866 -2.536  -0.59
22 H 1.749 3.494 -0.372  0.38
23 O -0.348 3.229 2.952  -0.67
24 C 0.997 0.766 1.488  -0.22
25 H 1.939 0.821 2.062  0.25
26 C 2.326 -0.594 -0.108  0.80
27 H -0.265 2.218 0.438  0.20
28 N 1.063 -0.283 0.448  -0.43
29 N -2.181 -1.720 -0.729  -0.44
30 C 0.719 3.211 2.121  0.76
31 C 0.036 -1.745 -1.154  -0.18
32 C -1.555 -0.695 0.134  -0.25

***

# 2
Computed, not measured: a gas-phase ion, C10H14NOS (charge +1) at a distorted geometry, with the ωB97M-V functional and the def2-TZVPD basis.

Computed properties:
ΔE to the lowest compared entry with this formula, charge and spin: 1.501 eV
Orbital gap: 9.3 eV
SMILES: C=Cc1sccc1[C@]1([NH+](C)C)CO1
Charge: +1
Lowest unoccupied orbital energy: -2.81 eV

Last column: natural (NBO) charge in e.
Element x y z (Å)
1 H -0.082 0.909 -2.393  0.22
2 H 3.438 2.297 -1.317  0.22
3 C -1.571 -0.292 1.812  -0.43
4 C 2.484 -1.902 0.088  -0.34
5 H -2.530 -0.148 2.384  0.25
6 C 1.868 0.521 0.190  -0.16
7 C 2.648 2.643 -0.608  -0.32
8 H -1.792 0.923 -2.178  0.21
9 C 1.138 -1.692 -0.013  -0.25
10 H -3.448 -1.770 0.142  0.25
11 H -1.086 0.679 1.938  0.24
12 H 1.239 2.332 0.970  0.23
13 C -2.419 -1.560 -0.274  -0.45
14 H 2.914 -2.800 0.270  0.24
15 O -0.760 1.616 -0.489  -0.46
16 H -2.653 0.224 0.101  0.45
17 H -1.976 -2.543 0.228  0.24
18 H 2.660 3.711 -0.525  0.21
19 C -0.543 0.239 -0.409  0.41
20 C -0.900 0.820 -1.708  -0.12
21 C 1.932 1.932 0.281  -0.25
22 S 3.331 -0.360 0.299  0.51
23 H -2.510 -1.569 -1.310  0.24
24 H -0.831 -1.113 2.118  0.26
25 N -1.813 -0.328 0.304  -0.38
26 H 0.475 -2.482 0.086  0.22
27 C 0.785 -0.287 0.013  -0.20

***

# 3
Computed, not measured: a molecular structure, C10H14O3 at a distorted geometry, with the ωB97M-V functional and the def2-TZVPD basis.

Computed properties:
ΔE to the lowest compared entry with this formula, charge and spin: 2.133 eV
Orbital gap: 8.1 eV
Charge: 0
Lowest unoccupied orbital energy: 0.11 eV

Last column: natural (NBO) charge in e.
Element x y z (Å)
1 C 1.741 0.571 -0.136  0.13
2 C -1.909 -0.276 -1.325  -0.45
3 C 1.277 -1.772 0.083  -0.30
4 H 3.750 -1.686 0.944  0.50
5 H 1.650 -2.797 0.259  0.21
6 C -2.163 0.668 1.782  -0.61
7 O -0.105 1.981 -0.804  -0.70
8 H -4.010 -0.125 1.440  0.21
9 H -2.626 1.294 2.475  0.21
10 C 0.002 -1.651 -0.364  -0.20
11 H -2.134 0.798 -1.546  0.23
12 C -2.835 -0.836 -0.316  -0.39
13 H -1.262 1.235 1.402  0.21
14 H -3.810 -1.306 -0.705  0.21
15 H 3.044 1.587 1.008  0.49
16 H 0.560 2.685 -0.535  0.50
17 H -1.900 -0.791 -2.311  0.22
18 C -0.512 -0.411 -0.782  -0.10
19 O 3.449 -0.769 0.663  -0.70
20 C 0.390 0.709 -0.567  0.35
21 O 2.381 1.752 -0.066  -0.67
22 C -3.223 0.163 0.822  -0.40
23 H -0.515 -2.644 -0.631  0.22
24 C 2.137 -0.684 0.273  0.24
25 H -2.302 -1.677 0.235  0.20
26 H -3.839 0.997 0.374  0.19
27 H -1.837 -0.168 2.426  0.20